[1]
Here is a gas-phase ion, C4H6Br2N (charge +1) from the OMol25 dataset. Energies are from ωB97M-V/def2-TZVPD.

Structure (XYZ):
```
13
Properties=species:S:1:pos:R:3:forces:R:3:mulliken_spin:R:1
C 0.91290 -1.02687 -1.58688 1.419 1.878 4.470 0.87
C 1.43504 -0.72449 -0.42496 -0.306 -0.876 -1.413 -0.08
C 0.64565 -0.24447 0.73288 0.349 -0.572 2.349 0.02
C -1.36936 -0.28298 -0.57464 -3.881 -0.199 -0.145 0.83
N -0.61197 0.55226 0.30014 3.958 0.352 -2.943 -0.01
Br 3.30763 -1.07542 0.09087 -0.804 0.133 -0.326 0.18
Br -2.00228 -1.82183 0.25369 0.184 -0.003 -0.316 0.15
H 0.93718 -1.62695 -2.37404 0.302 -2.008 -3.542 0.02
H 0.32587 -1.12251 1.47782 0.414 1.870 -1.928 -0.01
H 1.28374 0.39590 1.35616 -0.459 0.238 -0.193 0.00
H -2.18655 0.14031 -1.21906 1.423 0.049 0.518 0.00
H -1.00499 0.80377 1.13272 -2.160 0.867 2.922 0.02
H -0.30605 1.47326 -0.17155 -0.439 -1.729 0.546 0.01
```
Forces are in eV/Å.

Values from the calculation:
ΔE to the lowest compared entry with this formula, charge and spin = 126.9 kJ/mol
2S+1 = 3
⟨S²⟩ = 2.023
LUMO level (spin up / spin down) = -3.612 / -6.672 eV
Net charge = +1

---

[2]
Here is 2 unconnected molecules or ions with the total composition C2H4BFO from the OMol25 dataset. Energies are from ωB97M-V/def2-TZVPD.

Structure (XYZ):
```
9
Properties=species:S:1:pos:R:3:forces:R:3:mulliken_charge:R:1
B 0.98457 -0.89845 0.42278 2.322 0.173 -1.621 0.37
C -1.53934 0.45113 0.02051 -0.380 -0.313 3.424 0.79
C -0.46372 0.73465 -0.66635 -0.058 0.715 -1.836 -0.92
O -2.17518 0.19802 0.97678 0.130 0.238 -2.212 -0.37
F 1.68395 0.26679 0.41665 0.429 -0.598 0.693 -0.30
H 1.54451 -1.76504 -0.28744 -0.954 0.670 0.487 -0.07
H 0.17702 -1.09395 1.19936 -0.926 -0.255 1.006 -0.07
H 0.08429 1.63309 -0.39093 -0.322 -0.189 0.368 0.22
H -0.29609 0.47377 -1.69136 -0.241 -0.440 -0.308 0.34
```
Forces are in eV/Å.

Values from the calculation:
ΔE to the lowest compared entry with this formula, charge and spin = 68.7 kJ/mol
SMILES = C=C=O.BF
LUMO level = 0.232 eV

---

[3]
Here is C5H7Cl in the gas phase from the OMol25 dataset. Energies are from ωB97M-V/def2-TZVPD.

Structure (XYZ):
```
13
Properties=species:S:1:pos:R:3:forces:R:3:mulliken_charge:R:1
C 0.19458 0.16959 0.76255 5.387 -2.772 4.367 0.06
C -0.56227 1.22615 0.31072 -3.612 4.406 -1.890 -0.59
C -1.69672 0.60534 -0.57389 4.839 -6.334 1.500 -0.46
C -1.47804 -0.84097 -0.56252 -1.437 5.810 -0.492 -0.50
C -0.58591 -1.05799 0.62510 -1.885 -2.670 0.171 -0.70
H 0.62135 0.34572 1.89542 -0.672 -0.605 -3.068 0.26
H -1.07753 1.69187 1.16963 0.211 0.019 0.007 0.26
H 0.08352 2.04635 -0.10798 -0.988 -0.686 -0.051 0.34
H -2.33932 1.19596 -1.06767 -2.262 1.644 -2.032 0.53
H -2.01870 -1.57191 -1.18213 0.282 0.372 0.673 0.39
H -0.08334 -1.99679 0.72035 1.020 -0.412 -0.605 0.43
H -1.36224 -1.27251 1.40481 0.665 0.987 0.275 0.25
Cl 1.82038 -0.06185 -0.36496 -1.550 0.242 1.147 -0.26
```
Forces are in eV/Å.

Values from the calculation:
ΔE to the lowest compared entry with this formula, charge and spin = 182.7 kJ/mol
SMILES = ClC1CC=CC1
LUMO level = 0.868 eV

---

[4]
Here is a molecular structure, CH3NOS2 from the OMol25 dataset. Energies are from ωB97M-V/def2-TZVPD.

Structure (XYZ):
```
8
Properties=species:S:1:pos:R:3:forces:R:3:mulliken_charge:R:1
C -0.42123 0.29971 -0.19394 -0.878 2.002 0.589 0.25
N -0.93567 -0.90732 -0.67082 -0.622 -0.964 -0.987 -0.52
O 0.16070 0.08704 1.01291 1.144 0.534 1.516 -0.50
S -2.09586 1.16643 -0.18226 -0.248 -0.023 0.688 -0.22
S -2.42649 -0.83799 0.26526 -0.686 -0.454 -0.403 -0.03
H 0.63547 0.88646 1.30972 -0.330 -0.518 -0.152 0.34
H 0.12857 1.01188 -0.74574 1.282 -0.109 -1.496 0.39
H -0.35557 -1.68639 -0.41827 0.339 -0.469 0.245 0.30
```
Forces are in eV/Å.

Values from the calculation:
ΔE to the lowest compared entry with this formula, charge and spin = 116.1 kJ/mol
LUMO level = 0.030 eV

---

Values of molecular weight, in order: 227.91, 73.86, 102.56, 109.18, all in g/mol.
Values of max |F|, in order: 5.1, 3.5, 8.1, 2.3, all in eV/A.